Entry 1:
10
Properties=species:S:1:pos:R:3:nbo_charge:R:1 method="wB97M-V/def2-TZVPD" smiles="O=Cn1cncn1" largest_force_ev_per_a=0.78
O 2.49103 0.31066 -0.20831 -0.481
C 1.46282 -0.23944 0.01206 0.544
N 0.33831 0.30018 0.86290 -0.303
C -0.19694 1.03503 -0.19856 0.214
N -1.25978 0.49506 -0.70183 -0.455
C -1.44884 -0.59007 0.13459 0.171
N -0.56249 -0.74291 1.07386 -0.274
H 1.10733 -1.19013 -0.42387 0.142
H 0.32453 1.91764 -0.54086 0.230
H -2.25597 -1.29601 -0.00998 0.212

=====

Entry 2:
8
Properties=species:S:1:pos:R:3:nbo_charge:R:1 method="wB97M-V/def2-TZVPD" smiles="ClN=[Si](Cl)Cl.N#CCl" largest_force_ev_per_a=2.59
Cl -0.71702 -1.82498 -1.10209 0.155
N 0.10677 -0.34117 -0.98764 -1.200
Si 1.51206 0.13288 -0.32715 1.667
Cl 2.09334 2.04466 -0.45817 -0.308
Cl 2.67170 -0.60504 1.09688 -0.309
N -1.27389 0.12804 1.71157 -0.345
C -1.83661 0.11351 0.72990 0.152
Cl -2.55635 0.35209 -0.66331 0.187

=====

Entry 3:
13
Properties=species:S:1:pos:R:3:nbo_charge:R:1 method="wB97M-V/def2-TZVPD" smiles="C[N+]1=CNCO1" largest_force_ev_per_a=4.20 total_charge=+1
C -0.50182 -0.55509 -1.80622 -0.432
N -0.22432 -0.12399 -0.42716 -0.040
C 0.90546 0.42216 0.02076 0.331
N 0.83215 0.79929 1.27320 -0.543
C -0.29056 -0.00958 1.85431 0.079
O -1.01767 -0.44519 0.70413 -0.307
H -0.33706 0.16420 -2.56594 0.249
H -1.55141 -0.74328 -1.85999 0.265
H 0.24940 -1.40972 -1.93683 0.241
H 1.70791 0.66518 -0.75556 0.272
H 1.73748 0.98463 1.68385 0.448
H -0.03309 -0.91748 2.31538 0.201
H -1.12138 0.49001 2.39485 0.237

=====

Entry 4:
106
Properties=species:S:1:pos:R:3:lowdin_charge:R:1 method="wB97M-V/def2-TZVPD" largest_force_ev_per_a=1.59 total_charge=+1
C 5.20563 -1.03816 -0.92366 -0.092
C 4.85793 0.14063 0.00786 -0.288
C 4.32507 1.34091 -0.77861 -0.711
Br 5.77060 2.33460 -1.60858 0.755
N 3.55671 2.21538 0.11687 0.061
C 2.32210 1.88468 0.47238 -0.333
N 1.65032 0.78192 0.05015 0.196
C 0.49190 0.83516 0.67840 -0.046
N 0.34070 1.90864 1.45148 -0.023
C -0.75127 2.35140 2.32738 -0.097
C -2.12207 2.32046 1.66446 -0.108
C -2.57926 0.93493 1.24158 -0.267
C -2.37110 -0.21876 1.97191 -0.081
C -2.78980 -1.43090 1.48338 -0.084
C -3.41074 -1.56189 0.26240 -0.057
C -3.64034 -0.40393 -0.45730 -0.051
C -3.22412 0.80760 0.02943 -0.043
N 1.52979 2.56916 1.30748 0.180
H 5.78458 -1.80550 -0.40836 0.080
H 5.67045 -0.70778 -1.85725 0.063
H 4.26344 -1.52442 -1.21053 0.082
H 5.73095 0.39407 0.61652 0.108
H 4.03148 -0.20241 0.64053 0.094
H 3.63784 0.98049 -1.54628 0.103
H 3.96784 3.04560 0.51626 0.141
H -0.26830 0.07360 0.56026 0.148
H -0.71011 1.80585 3.27432 0.130
H -0.53249 3.39682 2.58112 0.130
H -2.83768 2.68009 2.41746 0.138
H -2.21240 2.98810 0.80373 0.125
H -1.86173 -0.18615 2.93426 0.115
H -2.61103 -2.34294 2.04880 0.112
H -3.72398 -2.50840 -0.16366 0.103
H -4.11737 -0.43356 -1.43199 0.120
H -3.39319 1.69758 -0.57602 0.110
H 1.70061 3.43523 1.79637 0.187
O -6.23840 2.86549 -1.44108 0.102
C -5.88400 3.13301 -2.55699 -0.518
O -4.56280 3.12341 -2.85067 -0.022
C -4.04430 3.27324 -4.17476 -0.234
C -3.94385 4.73081 -4.57448 -0.063
C -6.86420 3.56114 -3.61516 0.006
H -4.62698 2.68524 -4.88658 0.106
H -3.04612 2.83525 -4.15131 0.120
H -4.92164 5.21170 -4.59011 0.070
H -3.49753 4.82755 -5.56506 0.081
H -3.33109 5.27877 -3.85723 0.080
H -7.10642 4.61482 -3.46993 0.100
H -7.76539 2.96677 -3.50557 0.085
H -6.51526 3.40636 -4.63124 0.053
O -7.53393 1.06567 -5.09941 0.108
C -7.05430 0.77321 -6.16066 -0.514
O -6.46250 1.73599 -6.89757 -0.016
C -5.72761 1.47715 -8.09968 -0.236
C -6.64289 1.36808 -9.30092 -0.062
C -7.17476 -0.62319 -6.71887 0.019
H -5.08836 0.60068 -7.98023 0.115
H -5.06297 2.33102 -8.22712 0.121
H -7.33967 0.53552 -9.20294 0.069
H -6.06294 1.22479 -10.21299 0.085
H -7.24167 2.27349 -9.40279 0.086
H -8.16271 -0.74250 -7.16159 0.101
H -7.06300 -1.32871 -5.89826 0.095
H -6.41643 -0.87608 -7.45611 0.070
O -4.14912 -4.40739 -2.55939 0.100
C -3.43250 -5.19880 -2.00925 -0.534
O -2.31801 -4.75385 -1.39823 -0.017
C -1.47031 -5.56761 -0.58017 -0.235
C -0.48077 -6.35588 -1.41236 -0.063
C -3.71136 -6.68105 -2.06139 0.014
H -2.06396 -6.20509 0.07749 0.115
H -0.92963 -4.87439 0.06336 0.120
H -0.98320 -7.04914 -2.08733 0.069
H 0.19051 -6.92720 -0.77074 0.084
H 0.11232 -5.68250 -2.03176 0.085
H -3.36554 -7.07255 -3.01709 0.099
H -4.78629 -6.82842 -1.98255 0.093
H -3.25619 -7.24902 -1.25330 0.070
O 3.22433 -2.92763 2.36097 0.085
C 3.89756 -2.38378 3.19883 -0.544
O 5.22825 -2.50402 3.16172 0.000
C 6.11375 -1.76160 4.02117 -0.228
C 6.26267 -2.43324 5.36940 -0.055
C 3.25497 -1.62969 4.34119 0.016
H 5.79773 -0.72600 4.10623 0.068
H 7.07933 -1.75190 3.51567 0.127
H 5.31255 -2.48286 5.90326 0.071
H 6.97744 -1.89024 5.98883 0.077
H 6.61080 -3.45968 5.24650 0.086
H 2.93217 -2.34216 5.09913 0.098
H 2.38557 -1.10029 3.95344 0.079
H 3.90001 -0.88161 4.79830 0.057
O 5.80821 0.84260 5.24946 0.067
C 6.47841 1.38910 6.09232 -0.508
O 7.80738 1.26895 6.03737 0.011
C 8.71283 1.99001 6.88695 -0.221
C 8.88627 1.30478 8.22580 -0.059
C 5.84070 2.12395 7.24465 0.021
H 8.40174 3.03090 6.98608 0.116
H 9.66424 2.00008 6.35838 0.126
H 7.94828 1.25531 8.77966 0.069
H 9.61681 1.83612 8.83554 0.087
H 9.22597 0.27851 8.08384 0.086
H 5.52926 1.39996 7.99662 0.102
H 4.96492 2.65108 6.87167 0.091
H 6.48268 2.86942 7.70652 0.072

=====

Entry 5:
38
Properties=species:S:1:pos:R:3:nbo_charge:R:1 method="wB97M-V/def2-TZVPD" largest_force_ev_per_a=4.59 total_charge=-1
B -0.25451 0.16284 0.47360 -0.848
H 0.12104 1.01181 1.02357 -0.032
H 0.07439 0.26234 -0.54922 -0.043
H -0.02586 -0.78755 0.93045 -0.044
H -1.33107 0.22461 0.51172 -0.031
O -2.43780 3.11239 6.72225 -0.940
H -2.73370 2.69955 5.91093 0.474
H -2.55187 4.05044 6.56967 0.465
O 5.50609 2.19450 -3.05289 -0.940
H 5.18012 1.33246 -3.31147 0.475
H 5.26178 2.77062 -3.77720 0.465
O -6.74727 -0.39319 -1.67018 -0.941
H -7.25974 -1.11837 -1.31280 0.464
H -5.84893 -0.72284 -1.69370 0.477
O 2.05283 -0.34367 4.93570 -0.952
H 1.99119 0.55434 5.26128 0.466
H 1.73085 -0.29524 4.03558 0.486
O 4.62904 4.29584 1.26388 -0.943
H 4.22396 3.43299 1.35118 0.476
H 5.05710 4.27452 0.40799 0.468
O -3.50550 4.33077 1.05679 -0.948
H -4.02875 4.46814 0.26712 0.463
H -2.99325 3.54372 0.87135 0.485
O -1.88075 -2.11405 -3.61594 -0.952
H -1.40931 -1.56249 -2.99165 0.486
H -1.44057 -2.96260 -3.56664 0.465
O 3.73975 -2.31144 -2.59412 -0.947
H 3.08079 -1.82646 -2.09734 0.483
H 4.32851 -2.66703 -1.92843 0.464
O -0.79961 0.95489 -7.41150 -0.941
H -0.71289 1.88234 -7.19119 0.465
H -1.15287 0.55184 -6.61841 0.476
O 3.08758 -6.20300 2.69571 -0.940
H 3.63819 -5.80412 2.02195 0.467
H 2.60848 -5.46873 3.07982 0.473
O -3.38743 -3.91693 1.12161 -0.948
H -2.88646 -3.10216 1.15905 0.485
H -2.92358 -4.51118 1.71147 0.462

=====

Let's list highest occupied orbital energy in order: -0.4098; -0.3497; -0.5211; -0.4166; -0.1954 Ha.
Let's list HOMO-LUMO gap in order: 0.4153; 0.3218; 0.3676; 0.3257; 0.2785 Ha.
Let's list ΔE to the lowest compared entry with this formula, charge and spin in order: 192.02; 375.29; 350.53; 29.44; 347.16 kJ/mol.